1.
{
  "formula": "C22H45ClFO17S4",
  "method": "wB97M-V/def2-TZVPD",
  "e_above_lowest_kcal_mol": 0.0,
  "homo_lumo_gap_ha": 0.3361,
  "e_lumo_ev": 1.913,
  "largest_force_ev_per_a": 4.98,
  "homo_ev": -7.23,
  "charge": -1,
  "symbols": ["H", "H", "H", "H", "H", "Cl", "C", "C", "H", "H", "H", "H", "H", "O", "O", "C", "O", "C", "H", "H", "H", "O", "H", "C", "C", "C", "C", "C", "O", "H", "O", "H", "O", "H", "H", "C", "C", "O", "O", "H", "F", "H", "H", "H", "H", "H", "O", "O", "H", "O", "H", "C", "H", "H", "H", "H", "S", "H", "S", "H", "H", "S", "H", "O", "C", "H", "H", "C", "O", "C", "H", "C", "H", "S", "H", "C", "C", "C", "O", "H", "H", "H", "C", "O", "H", "O", "H", "C", "C", "H"],
  "xyz": [[-5.91071, -2.40233, -0.05010], [-0.29256, 3.15049, 2.41487], [3.48514, 0.79998, 1.42707], [3.75799, -2.95553, 1.29049], [-0.58746, 4.87474, 3.89681], [0.01592, -0.69202, 0.22833], [-1.48215, 4.50402, 3.41878], [-1.32721, 3.41301, 2.57914], [-0.34796, 5.64021, -1.53584], [-2.32130, 2.04587, 1.28391], [-0.67846, 3.46896, -0.64363], [-3.79324, -2.37937, -2.31609], [-1.06332, -3.56498, -2.38852], [-1.34416, -0.25768, 0.39882], [6.20502, -2.19833, 2.61653], [-0.56867, -1.31606, -5.01751], [-0.56929, -2.75013, -4.98509], [-2.78224, 4.93559, 3.76715], [0.63195, -3.83078, 4.56183], [-0.51545, -5.21717, -2.05048], [-5.76009, -1.27599, -1.43179], [-2.93037, -5.82154, -0.19726], [-5.98694, -3.11609, -1.54875], [4.14507, 1.12978, 2.22947], [-3.89669, 4.27227, 3.29712], [5.29639, 2.05838, 1.72206], [-2.44770, 2.82003, 2.02626], [0.01602, -3.21191, -7.63207], [0.83034, 0.45117, 0.57526], [-2.36623, -1.33164, -6.22364], [0.40102, -1.81076, 1.04043], [-0.25553, -2.47296, 3.85712], [1.80561, -2.54165, -5.72272], [0.41129, 1.37588, 4.75740], [-3.02986, 5.82561, 4.32658], [1.15233, 0.57861, 4.81500], [-3.72369, 3.16103, 2.46941], [5.65407, -0.78194, 0.52392], [4.91339, 0.07912, 2.74376], [-2.56618, -1.58184, -4.47990], [-5.06984, 4.71759, 3.63548], [-2.30669, 0.01475, -4.94932], [5.79892, 1.73584, 0.81018], [0.21019, 4.46448, -4.44569], [4.81203, 3.00131, 1.46835], [-0.80126, -3.90534, -7.83036], [2.67441, -1.72869, 5.06096], [0.62699, -0.39233, 5.60355], [-0.46262, -2.25054, -7.81857], [-3.29031, -3.32622, -0.49914], [3.23294, 0.81106, 4.99564], [2.39618, 1.36686, 5.41873], [3.63522, 1.67122, 3.02632], [-0.64351, -3.05161, 5.48146], [2.52051, 2.41048, 5.12973], [1.11709, 5.65438, -3.63757], [1.36455, -1.82748, 5.73651], [-1.45682, 5.03378, -2.83514], [0.64833, -3.42171, -5.86639], [0.64070, 2.06202, -2.89505], [-4.62746, 2.72792, 2.06687], [-2.90858, -4.74189, -1.23959], [1.33262, 2.36983, -1.33296], [0.16439, -1.01491, -1.15978], [-3.93193, -2.32405, -1.23636], [3.13802, -2.08828, 2.66984], [0.04701, -0.90016, -5.81505], [3.63329, -1.95636, 1.70787], [1.27934, -2.37207, 7.05555], [-2.03922, -1.00185, -5.23753], [5.96375, 2.35825, 2.53005], [0.56111, 4.73579, -3.45003], [3.02929, -1.30476, 1.07643], [5.30529, -1.27882, 1.86115], [0.85207, -3.42370, -8.29859], [0.81586, 2.85080, -2.16345], [-0.49872, 4.90949, -2.33045], [-5.51151, -2.26831, -1.05547], [0.88081, -4.83927, -5.50679], [-0.09841, -0.89860, -4.12719], [-0.63532, -4.12670, -0.70498], [-3.37953, -1.40462, -1.04246], [-0.54915, 3.51038, -1.72515], [-3.63651, -4.88129, -2.52870], [1.30625, 0.32696, 3.76568], [1.54696, 3.89363, -2.79886], [2.39434, 1.31989, 6.50772], [-1.09196, -4.37744, -1.66244], [0.17000, -2.86784, 4.77967], [-1.33321, 2.95406, -2.23883]],
  "mulliken_charge": [0.3220, 0.6186, 0.1045, 0.4751, 0.3474, 1.4263, -0.6400, -0.4392, 0.3281, 0.4021, -0.1756, 0.0626, 0.0169, -0.6137, -0.6370, -0.2945, -0.2366, -0.2888, 0.3247, 0.4370, 0.3787, -0.6292, 0.2944, 0.5008, 0.4703, -1.5328, -0.3704, -0.9164, -0.5576, 0.2450, -0.5835, 0.2802, -0.6112, 0.2987, 0.3623, 0.0994, -0.5465, -0.6247, -0.3278, -0.0054, -0.3096, 0.3695, 0.3578, 0.2630, 0.4380, 0.3287, -0.5437, -0.3590, 0.2942, -0.2673, 0.3015, -1.2289, 0.0342, 0.3981, 0.3424, 0.2953, 1.1004, 0.2681, 1.1330, 0.0718, 0.3828, 1.0939, 0.0891, -0.5834, 0.1264, 0.0712, 0.4624, -0.6040, -0.6316, -0.7644, 0.3272, -0.4457, 0.1185, 1.2236, 0.3626, 0.0343, -0.5647, -1.2575, -0.6103, 0.2494, 0.1483, 0.3392, 0.1122, -0.5962, 0.1889, -0.5062, 0.3801, -0.4939, -0.9394, 0.2358]
}

2.
{
  "formula": "C22H45N2O2P3PdS",
  "method": "wB97M-V/def2-TZVPD",
  "e_above_lowest_kcal_mol": 6.4,
  "homo_lumo_gap_ha": [0.1756, 0.2045],
  "e_lumo_ev": [-11.690, -13.733],
  "largest_force_ev_per_a": 9.39,
  "multiplicity": 5,
  "homo_ev": [-16.47, -19.30],
  "s2": 6.01,
  "charge": 4,
  "symbols": ["C", "H", "H", "C", "H", "H", "H", "C", "H", "H", "H", "H", "Pd", "C", "C", "C", "H", "O", "H", "P", "C", "C", "C", "H", "N", "H", "H", "C", "H", "C", "H", "H", "H", "H", "H", "C", "P", "H", "H", "H", "H", "H", "C", "H", "C", "H", "H", "H", "H", "H", "H", "H", "C", "H", "H", "H", "H", "C", "P", "C", "C", "C", "S", "C", "H", "C", "O", "N", "C", "H", "H", "H", "H", "H", "H", "H"],
  "xyz": [[4.52739, 0.76907, -0.94875], [-1.31303, -2.31557, 5.37637], [-1.26003, -2.47913, -4.66298], [0.52390, -0.58965, 2.36066], [1.05668, 1.27093, 1.87147], [-4.36520, -3.36730, 1.37218], [5.43497, -1.20294, 1.60837], [0.03005, 4.88595, -2.21190], [1.13053, -2.50869, -4.16033], [4.13540, -0.16933, 2.34191], [-2.94745, -2.53118, 1.99790], [5.60637, 0.59792, -1.06840], [-0.37747, -0.46559, -2.82775], [-1.03896, 3.88540, 0.30120], [4.34557, -1.00526, 1.64699], [-2.74807, 4.03906, -1.96800], [-0.00961, -3.51446, 5.12524], [1.72709, 1.15781, -0.12757], [-3.00149, 5.09274, -1.79507], [3.79945, -0.57686, 0.00382], [2.03410, -0.01536, 0.12783], [0.59381, 2.33683, 4.49440], [0.63013, 0.88282, -4.03814], [0.04752, -2.42024, 6.51777], [0.68745, 0.70188, 2.64319], [3.16970, -2.83077, -0.59829], [-0.05501, 2.73766, 5.28103], [-0.74687, -1.52045, -4.55868], [0.37063, -0.44786, 5.06587], [-0.72958, 0.91707, -4.36451], [-3.40547, 3.35170, -1.41002], [-1.06365, -3.55797, -1.54536], [0.02745, 4.68357, -3.29444], [-4.29463, -1.58434, 1.33539], [-1.36562, 4.89007, 0.59855], [-0.20801, 1.45052, 3.56251], [-1.04743, 3.61323, -1.49950], [-1.22095, 1.89282, -4.46020], [-1.11493, -3.99552, 0.17911], [-0.79961, 0.70939, 4.10604], [-0.02370, 3.66938, 0.65902], [-4.71106, -3.36416, -2.01018], [-2.11913, -0.91218, -0.86718], [-2.83365, 3.76612, -3.03011], [3.58746, -1.96143, -1.12510], [-4.88006, -1.61367, -1.58570], [1.04739, 4.67233, -1.84676], [-0.90916, 2.04140, 2.95173], [-1.68423, 3.11112, 0.74483], [1.02635, 3.18908, 3.95658], [4.38017, 1.73999, -0.45374], [1.11959, 1.82739, -3.80488], [-1.41198, -0.27839, -4.61167], [2.91895, -1.68058, -1.96025], [-0.29496, 5.90903, -1.98835], [3.79903, -1.90841, 1.98211], [-2.20590, -4.79800, -0.97412], [0.62583, -1.54823, -4.27257], [-2.98201, -2.53358, -0.47079], [-1.73786, -3.83393, -0.71663], [-4.17253, -2.42203, -1.82926], [-3.70426, -2.50327, 1.19777], [0.82985, -1.20815, 0.72082], [0.54716, -1.45730, 4.68271], [-2.46956, -0.22377, -4.85981], [1.30391, -0.35058, -4.01502], [-2.04213, 0.09817, -0.21352], [0.09097, -1.48489, 3.27299], [-0.23421, -2.49521, 5.46348], [4.06380, 0.83167, -1.94948], [1.40684, 1.77746, 4.97279], [2.35878, -0.39591, -3.74599], [-0.03685, -2.42231, 2.88407], [1.63344, -1.65696, 4.73071], [-3.63026, -2.12293, -2.74276], [4.57887, -2.22528, -1.52370]],
  "lowdin_spin": [-0.0028, 0.0000, 0.0005, 0.0441, 0.0006, 0.0080, 0.0034, 0.0925, 0.0034, 0.0010, 0.0001, -0.0005, 0.7352, 0.0869, 0.0199, 0.0905, 0.0000, 0.3790, 0.0219, 0.0487, 0.3900, 0.0003, 0.0336, 0.0002, 0.0056, 0.0002, 0.0001, 0.0377, 0.0000, 0.0522, -0.0002, 0.0009, 0.0014, 0.0006, 0.0204, 0.0003, 0.6129, 0.0049, 0.0004, 0.0000, 0.0003, 0.0009, 0.3716, 0.0021, 0.0241, 0.0003, 0.0002, 0.0001, 0.0009, 0.0000, -0.0003, 0.0025, 0.0938, 0.0064, 0.0226, 0.0001, 0.0019, 0.0450, 0.1196, 0.0050, 0.0056, 0.0289, 0.0916, 0.0012, 0.0098, 0.0888, 0.3603, 0.0053, 0.0006, -0.0003, 0.0000, 0.0105, 0.0004, -0.0001, 0.0028, 0.0036]
}

3.
{
  "formula": "C22H45N2P3SSeTi",
  "method": "wB97M-V/def2-TZVPD",
  "homo_lumo_gap_ha": [0.1685, 0.1689],
  "e_lumo_ev": [-14.263, -14.254],
  "largest_force_ev_per_a": 4.76,
  "homo_ev": [-18.85, -18.85],
  "charge": 4,
  "symbols": ["C", "H", "H", "H", "C", "H", "H", "H", "H", "H", "H", "C", "H", "H", "H", "H", "H", "H", "C", "N", "H", "C", "H", "P", "H", "P", "N", "C", "C", "H", "H", "H", "H", "H", "H", "H", "H", "H", "H", "H", "H", "P", "H", "H", "H", "C", "S", "H", "C", "C", "H", "C", "Se", "C", "H", "C", "H", "C", "H", "C", "H", "H", "C", "C", "C", "H", "C", "H", "H", "C", "H", "H", "C", "Ti", "C"],
  "xyz": [[1.15904, -0.53305, 2.76473], [0.16851, -0.33479, -8.28393], [-2.40755, 2.15887, 1.28936], [2.35277, -2.48123, -4.33333], [1.45902, -2.07378, 4.40272], [2.54562, -3.55235, -6.58060], [0.52385, -3.30323, -3.19340], [-3.09745, -2.20267, -1.66802], [2.37024, -2.98730, -1.64091], [-3.54393, 3.02170, -2.41289], [-3.61932, 2.99781, 0.23705], [-1.31660, -3.16319, 0.69116], [1.67238, 4.03378, -0.23404], [-1.78971, -1.44637, 2.59923], [-1.74095, 4.61133, -0.88682], [1.66413, -2.40121, -8.60921], [0.05228, 1.62945, 4.98336], [-0.36498, 3.85604, 0.04798], [0.69492, -1.05728, 4.92301], [0.56253, -0.10933, 3.91614], [-3.90108, -2.58168, -0.10190], [2.55556, -2.53314, 2.20812], [3.32574, -0.03114, -1.77731], [-1.75011, -1.47880, 0.18284], [0.91363, 3.13226, -3.41930], [-1.73670, 2.21348, -1.06770], [1.75354, -1.72041, 3.09827], [0.66726, -0.82299, -7.44007], [-3.32496, -1.82871, -0.66307], [4.19468, 1.25215, -2.68622], [-3.34798, -0.93129, 1.90581], [-0.75542, -3.73926, -0.04837], [-1.28843, 0.90650, 4.02902], [2.39746, 4.06956, -2.95372], [1.06502, -3.16011, -0.22173], [-2.25606, -3.69853, 0.90870], [-0.24126, 4.00113, -1.73156], [0.20696, -0.93620, 5.88834], [1.76174, -3.03036, 4.82172], [-1.93768, 0.18403, 1.96115], [2.41379, 2.69004, 0.66427], [2.17892, 2.09507, -1.62082], [-0.73043, -3.16827, 1.61713], [3.36849, -3.03478, 2.76131], [3.44238, 3.70959, -0.40641], [1.38661, -3.29425, -1.28329], [0.91016, 0.04520, -3.44037], [-1.54614, 0.01046, -0.36239], [-2.94228, 2.12631, 0.32510], [2.01684, -2.60446, -6.44156], [1.93463, -3.29515, 1.71845], [2.45130, 3.25970, -0.27669], [1.17753, 0.29255, 1.10003], [1.47040, -1.99561, -7.57779], [-3.90385, -0.91189, -0.78928], [-0.20831, 1.11493, 4.04777], [-3.29833, 1.23228, -2.65649], [0.53863, -0.24011, -6.17610], [-2.19421, 2.39308, -3.45241], [-0.94169, 3.84820, -0.89122], [-0.49064, -4.00539, -1.85145], [2.50633, 2.57456, -3.93755], [0.48544, -3.67117, -2.18901], [-2.79896, 2.21548, -2.54734], [-2.25980, -0.84602, 1.80640], [0.00769, 0.69339, -6.10246], [3.64069, 1.02672, -1.76454], [4.29221, 1.21036, -0.90016], [2.95248, -1.87986, 1.42004], [1.12049, -0.79217, -5.02231], [-3.51162, 1.17867, 0.29881], [0.03055, 1.74682, 3.18944], [1.86577, -1.99718, -5.18469], [0.12645, 0.72410, -1.24895], [1.97550, 3.06961, -3.12768]],
  "mulliken_charge": [0.0942, 0.4189, 0.2546, 0.4495, -0.4261, 0.4231, 0.1806, 0.4537, 0.4443, 0.4657, 0.5302, -1.2951, 0.4002, 0.5010, 0.5392, 0.3967, 0.3998, 0.2639, -0.4478, 0.1779, 0.5389, -0.9221, 0.2491, 1.5579, 0.4078, 1.4985, 0.1565, -0.7150, -1.4368, 0.4049, 0.5425, 0.3990, 0.3586, 0.4804, -0.8081, 0.5191, 0.3435, 0.5253, 0.5168, -0.3234, 0.3576, 0.9416, 0.3163, 0.4160, 0.4692, 0.5354, 0.3418, -0.9726, -1.0507, -0.8754, 0.3581, -1.4910, 0.0546, -0.3136, 0.3991, -0.8878, 0.3658, -0.4992, 0.3760, -1.1854, 0.4465, 0.5107, -0.7638, -1.2029, -0.8190, 0.3980, -1.0094, 0.4053, 0.2686, 0.3476, 0.2760, 0.2493, -0.1335, 0.1967, -1.3437]
}

- Number 1 is which compound?
  C22H45ClFO17S4